1.
The following is a DFT calculation (wB97M-V/def2-TZVPD) of CI3OP as an isolated structure at a distorted geometry.

Atoms and positions in Å:
C -0.019 -0.743 0.009
O 1.281 1.589 0.009
P 0.704 0.723 -0.942
I 0.635 -1.202 1.980
I -0.989 -2.167 -1.240
I -1.612 1.799 0.183

The charge is 0. The energy relative to the best compared isomer or geometry (same formula, charge and spin) is 148.71 kJ/mol. The total energy is -1347.702304 a.u. As for the HOMO energy (alpha / beta): -9.02 / -9.00 eV.

---

2.
The following is a DFT calculation (wB97M-V/def2-TZVPD) of C11H13BrKN2O5 as an isolated structure at a distorted geometry.

Atoms and positions in Å:
K 5.726 11.700 6.858
O 4.911 14.386 5.297
C 5.495 14.703 4.013
C 6.757 13.853 3.805
N 6.591 12.494 4.190
C 5.672 11.752 3.350
C 4.199 11.873 3.716
O 3.356 12.011 2.844
O 4.047 11.733 4.963
C 7.889 11.824 4.128
C 8.254 11.383 5.569
O 8.260 12.311 6.424
O 8.202 10.143 5.847
H 4.493 13.519 5.211
H 5.775 15.816 4.056
H 4.700 14.506 3.296
H 7.536 14.240 4.491
H 7.194 13.941 2.785
H 5.863 10.708 3.514
H 5.787 11.893 2.284
H 8.662 12.500 3.828
H 7.834 11.038 3.373
Br 9.965 6.393 4.931
C 8.124 6.464 4.350
C 7.527 5.396 3.678
C 6.183 5.503 3.312
C 5.477 6.696 3.641
N 6.066 7.736 4.244
C 7.340 7.608 4.647
H 8.145 4.577 3.318
H 5.670 4.730 2.762
H 4.478 6.863 3.220
H 7.839 8.519 5.015

The charge is -1. The total energy is -4086.742767 a.u. As for the HOMO energy: -5.22 eV.

---

3.
The following is a DFT calculation (wB97M-V/def2-TZVPD) of one molecule with the formula C24H30ClN3O2.

Atoms and positions in Å:
C 2.709 1.174 -3.562
H 3.180 0.401 -4.164
H 1.779 1.461 -4.045
H 3.370 2.036 -3.532
C 2.446 0.668 -2.140
N 1.533 -0.452 -2.073
C 0.166 -0.255 -2.175
C -0.386 1.027 -2.313
C -1.756 1.210 -2.341
C -2.623 0.140 -2.223
C -2.106 -1.140 -2.083
C -0.732 -1.322 -2.069
H -0.377 -2.332 -1.949
C -3.000 -2.333 -1.931
H -4.024 -2.029 -1.729
H -2.992 -2.930 -2.843
H -2.645 -2.961 -1.115
H -3.691 0.298 -2.236
H -2.147 2.211 -2.452
H 0.240 1.899 -2.403
C 2.146 -1.734 -2.346
H 2.929 -1.594 -3.101
C 2.800 -2.376 -1.111
H 3.470 -3.167 -1.456
C 1.828 -2.997 -0.112
N 1.003 -2.012 0.547
C -0.296 -2.217 0.817
O -0.894 -3.231 0.513
C -1.007 -1.087 1.582
N -0.135 -0.001 1.964
C 0.342 -0.114 3.228
O 1.166 0.618 3.729
C -0.314 -1.334 3.859
H -0.601 -1.124 4.887
C -1.495 -1.628 2.936
H -1.745 -2.685 2.871
H -2.377 -1.075 3.260
H 0.408 -2.153 3.867
C 0.172 1.134 1.116
C -0.370 2.413 1.704
C 0.476 3.285 2.376
C -0.001 4.448 2.953
C -1.347 4.761 2.862
C -2.210 3.908 2.199
C -1.720 2.743 1.631
Cl -2.836 1.703 0.810
H -3.261 4.138 2.121
H -1.729 5.667 3.309
H 0.675 5.106 3.475
H 1.521 3.031 2.463
H 1.260 1.233 1.024
H -0.260 0.947 0.130
H -1.831 -0.740 0.953
H 1.452 -1.168 0.865
H 1.152 -3.702 -0.602
H 2.405 -3.552 0.641
H 3.409 -1.629 -0.595
H 1.414 -2.420 -2.771
H 3.395 0.351 -1.696
H 2.058 1.482 -1.522

The charge is 0. The energy relative to the best compared isomer or geometry (same formula, charge and spin) is 5.01 kJ/mol. The total energy is -1707.545665 a.u. As for the HOMO energy: -7.63 eV.

---

Q: Among the records above, which one has the lowest charge?
A: C11H13BrKN2O5

---

Q: Among the records above, which one has the lowest charge?
A: C11H13BrKN2O5